(1)
C37H60CeN9O5P | ωB97M-V/def2-TZVPD

The geometry in ORCA input format:
```
! wB97M-V def2-TZVPD RIJCOSX def2/J DEFGRID3
* xyz 2 1
Ce 0.23 0.22 0.13
C -2.79 2.42 0.21
C -2.25 2.15 1.61
O -0.80 2.17 1.62
C -0.22 3.33 2.24
C -0.55 4.63 1.52
H -3.86 2.22 0.20
H -2.31 1.73 -0.49
H -2.61 3.44 -0.11
H -2.54 1.14 1.90
H -2.63 2.86 2.33
H 0.86 3.15 2.24
H -0.55 3.38 3.28
H -0.32 4.56 0.46
H 0.02 5.44 1.96
H -1.61 4.88 1.63
C 3.90 -2.69 1.96
C 4.26 -2.55 0.47
C 4.25 -1.09 -0.04
C 4.73 -1.06 -1.51
C 4.69 0.34 -2.13
C 5.21 -0.28 0.80
O 6.38 -0.52 0.86
N 4.67 0.79 1.52
C 3.36 1.19 1.51
O 3.00 2.19 2.11
N 2.46 0.44 0.78
C 2.84 -0.57 0.00
O 1.95 -1.08 -0.74
H 3.96 -3.73 2.25
H 2.89 -2.33 2.16
H 4.60 -2.13 2.58
H 3.55 -3.13 -0.13
H 5.26 -2.95 0.30
H 4.11 -1.74 -2.09
H 5.76 -1.43 -1.52
H 3.68 0.76 -2.10
H 5.00 0.29 -3.17
H 5.36 1.03 -1.62
H 5.31 1.34 2.07
O 0.21 -0.53 2.69
H -0.64 -0.93 2.41
H 0.00 0.09 3.39
N 6.04 9.22 0.26
C 5.33 8.37 -0.03
C 4.43 7.31 -0.40
C 4.12 7.08 -1.73
C 3.26 6.05 -2.08
C 2.69 5.26 -1.08
C 2.99 5.50 0.26
C 3.86 6.52 0.60
N 1.81 4.20 -1.43
C 1.04 4.09 -2.57
C 0.36 2.91 -2.47
N 0.71 2.30 -1.28
C 1.59 3.10 -0.69
H 4.56 7.69 -2.50
H 3.06 5.86 -3.12
H 2.54 4.91 1.04
H 4.10 6.70 1.63
H 1.01 4.84 -3.33
H -0.35 2.48 -3.15
H 2.06 2.91 0.26
N -1.66 -0.78 0.74
P -2.36 -1.96 -0.02
N -3.80 -2.45 0.68
C -4.48 -1.45 1.51
C -4.03 -1.50 2.97
C -4.22 -2.91 3.53
C -3.53 -3.95 2.64
C -4.03 -3.80 1.20
N -1.40 -3.33 -0.23
C -0.02 -3.40 0.25
C 0.19 -4.70 1.05
C -0.74 -5.80 0.51
C -0.95 -5.62 -0.99
C -1.66 -4.29 -1.30
N -2.88 -1.56 -1.58
C -4.12 -1.99 -2.22
C -4.78 -0.80 -2.91
C -3.82 -0.18 -3.93
C -2.50 0.20 -3.25
C -1.93 -1.03 -2.54
H -5.56 -1.64 1.46
H -4.30 -0.45 1.09
H -4.59 -0.78 3.56
H -2.97 -1.23 3.01
H -5.29 -3.14 3.58
H -3.82 -2.97 4.55
H -3.72 -4.96 3.00
H -2.45 -3.78 2.64
H -5.11 -3.98 1.18
H -3.57 -4.54 0.55
H 0.20 -2.53 0.86
H 0.66 -3.39 -0.61
H 0.00 -4.54 2.11
H 1.24 -5.00 0.95
H -1.70 -5.75 1.02
H -0.31 -6.78 0.72
H -1.54 -6.45 -1.40
H 0.02 -5.65 -1.49
H -2.74 -4.44 -1.38
H -1.32 -3.91 -2.27
H -4.77 -2.41 -1.46
H -3.90 -2.76 -2.97
H -5.05 -0.05 -2.16
H -5.70 -1.13 -3.41
H -4.26 0.70 -4.39
H -3.62 -0.90 -4.73
H -2.68 0.99 -2.52
H -1.78 0.56 -3.99
H -0.99 -0.76 -2.02
H -1.67 -1.78 -3.29
*
```

Results
HOMO-LUMO gap (alpha / beta) = 5.832 / 5.843 eV



(2)
C37H61Ge2N3OsP | ωB97M-V/def2-TZVPD

The geometry in ORCA input format:
```
! wB97M-V def2-TZVPD RIJCOSX def2/J DEFGRID3
* xyz 3 5
Os -0.04 0.08 0.11
C -2.07 -3.89 2.38
C -0.96 -2.98 1.91
Ge -1.48 -1.95 0.20
C -1.41 -2.98 -1.55
C -2.71 -3.69 -1.88
C -3.43 -1.67 0.52
C -4.02 -0.52 0.23
Ge -2.56 0.97 0.14
C -2.97 1.82 1.98
C -2.98 3.33 2.04
C -3.21 1.98 -1.56
C -3.13 3.49 -1.48
C -5.41 -0.21 0.04
C -6.27 -1.24 -0.40
C -7.63 -1.04 -0.40
C -8.16 0.19 -0.01
C -7.32 1.23 0.36
C -5.95 1.05 0.36
H -1.71 -4.49 3.21
H -2.39 -4.58 1.59
H -2.93 -3.33 2.74
H -0.07 -3.55 1.66
H -0.70 -2.27 2.70
H -0.58 -3.70 -1.48
H -1.17 -2.28 -2.35
H -2.97 -4.42 -1.12
H -2.61 -4.20 -2.83
H -3.53 -2.97 -1.97
H -3.96 -2.48 1.01
H -2.25 1.41 2.69
H -3.94 1.43 2.28
H -2.06 3.78 1.66
H -3.10 3.64 3.07
H -3.81 3.75 1.48
H -4.24 1.65 -1.73
H -2.60 1.60 -2.38
H -3.88 3.90 -0.80
H -3.31 3.91 -2.47
H -2.15 3.83 -1.15
H -5.85 -2.19 -0.68
H -8.29 -1.84 -0.70
H -9.23 0.34 -0.03
H -7.74 2.19 0.63
H -5.30 1.87 0.62
N 0.49 2.03 1.57
C 0.39 3.16 0.68
C 0.38 4.45 1.15
C 0.36 5.54 0.27
C 0.39 5.33 -1.08
C 0.39 4.02 -1.61
C 0.43 3.75 -2.99
C 0.41 2.45 -3.43
C 0.26 1.43 -2.49
N 0.20 1.64 -1.18
C 0.33 2.91 -0.71
H 1.46 1.94 1.86
H -0.05 2.19 2.42
H 0.41 4.64 2.22
H 0.36 6.53 0.67
H 0.43 6.16 -1.77
H 0.48 4.58 -3.69
H 0.47 2.20 -4.47
H 0.19 0.40 -2.83
C 2.61 -2.14 2.74
C 3.40 -2.50 1.48
C 4.86 -2.74 1.81
C 2.77 -3.74 0.86
P 3.19 -1.08 0.20
N 1.66 -0.62 0.28
C 3.52 -1.64 -1.62
C 2.33 -2.47 -2.10
C 3.58 -0.38 -2.48
C 4.82 -2.43 -1.75
C 4.23 0.49 0.65
C 4.06 0.71 2.15
C 3.64 1.69 -0.09
C 5.70 0.31 0.33
H 2.49 -3.04 3.34
H 1.62 -1.75 2.49
H 3.12 -1.42 3.37
H 4.94 -3.65 2.40
H 5.29 -1.94 2.40
H 5.47 -2.88 0.92
H 2.68 -4.51 1.63
H 3.38 -4.16 0.07
H 1.77 -3.53 0.48
H 1.39 -2.00 -1.79
H 2.36 -3.49 -1.75
H 2.36 -2.50 -3.19
H 2.73 0.26 -2.28
H 3.55 -0.67 -3.53
H 4.51 0.17 -2.33
H 4.79 -3.38 -1.24
H 5.68 -1.86 -1.40
H 4.98 -2.64 -2.81
H 3.01 0.68 2.44
H 4.46 1.69 2.42
H 4.61 -0.01 2.74
H 2.56 1.58 -0.20
H 4.09 1.82 -1.08
H 3.85 2.61 0.46
H 6.14 -0.54 0.83
H 6.24 1.20 0.67
H 5.89 0.23 -0.74
*
```

Results
⟨S²⟩ = 6.0430
HOMO-LUMO gap (alpha / beta) = 6.590 / 5.743 eV



(3)
C37H62Br2N3O10P2RbS2Si2 | ωB97M-V/def2-TZVPD

The geometry in ORCA input format:
```
! wB97M-V def2-TZVPD RIJCOSX def2/J DEFGRID3
* xyz -2 1
Rb 0.05 0.34 -0.21
Br 1.70 7.56 1.49
C 1.14 5.77 1.07
C 2.09 4.72 1.30
C 1.60 3.45 1.05
N 0.39 3.14 0.58
C -0.51 4.20 0.25
C -0.09 5.57 0.60
C -1.68 3.91 -0.39
C -2.73 4.90 -0.66
C -3.76 4.57 -1.45
Br -5.15 5.85 -1.76
C -3.92 3.26 -2.03
C -2.99 2.34 -1.59
N -1.94 2.56 -0.79
H 3.09 4.90 1.66
H 2.24 2.60 1.27
H -0.76 6.40 0.43
H -2.68 5.88 -0.20
H -4.73 3.01 -2.70
H -3.12 1.30 -1.94
C 1.51 -4.23 2.80
C 2.01 -2.84 2.50
C 3.51 -2.72 2.53
O 1.41 -1.94 3.52
P 1.09 -0.44 3.10
O 1.45 -0.13 1.71
C -0.65 -0.30 3.56
P -1.70 -1.12 2.33
O -1.31 -1.33 0.92
O -1.78 -2.62 2.94
C -2.38 -2.91 4.21
C -3.52 -3.89 3.97
C -1.34 -3.48 5.15
O -3.14 -0.55 2.67
C -4.28 -0.89 1.82
C -4.35 0.08 0.65
C -5.49 -0.83 2.71
O 1.91 0.49 4.07
C 2.23 0.41 5.48
C 3.39 -0.55 5.70
C 1.04 0.07 6.37
H 1.94 -4.94 2.09
H 0.42 -4.27 2.71
H 1.79 -4.53 3.82
H 1.64 -2.54 1.52
H 3.91 -3.01 3.51
H 3.81 -1.69 2.31
H 3.95 -3.36 1.76
H -0.94 0.74 3.62
H -0.80 -0.83 4.50
H -2.80 -2.00 4.63
H -3.12 -4.79 3.49
H -4.27 -3.46 3.31
H -3.99 -4.17 4.91
H -1.01 -4.46 4.78
H -1.76 -3.60 6.15
H -0.46 -2.84 5.20
H -4.15 -1.90 1.44
H -4.34 1.11 1.00
H -5.27 -0.09 0.08
H -3.51 -0.06 -0.02
H -5.61 0.19 3.10
H -5.40 -1.51 3.56
H -6.39 -1.08 2.14
H 2.56 1.42 5.72
H 3.08 -1.58 5.52
H 3.76 -0.46 6.73
H 4.21 -0.31 5.01
H 0.73 -0.97 6.22
H 0.20 0.74 6.17
H 1.34 0.20 7.41
C 3.80 1.10 -1.30
Si 2.77 0.90 -2.86
C 2.36 -0.90 -3.07
C 3.64 1.65 -4.36
C 4.85 1.44 -5.04
C 5.16 2.22 -6.15
C 4.27 3.19 -6.60
C 3.07 3.41 -5.94
C 2.74 2.64 -4.81
Si 1.29 2.58 -3.58
C -0.33 2.06 -4.32
C 1.11 4.17 -2.65
H 4.75 0.57 -1.40
H 3.27 0.71 -0.42
H 4.01 2.17 -1.11
H 3.22 -1.45 -3.47
H 1.51 -1.04 -3.75
H 2.09 -1.36 -2.11
H 5.55 0.69 -4.69
H 6.09 2.06 -6.68
H 4.52 3.78 -7.47
H 2.39 4.18 -6.30
H -0.60 2.71 -5.16
H -1.11 2.15 -3.55
H -0.32 1.02 -4.66
H 0.88 4.99 -3.35
H 2.02 4.43 -2.09
H 0.28 4.10 -1.93
O -1.43 1.39 1.61
H -1.86 1.64 0.73
H -0.61 1.95 1.47
N -1.72 -4.59 -2.32
C -1.16 -3.67 -1.32
C 0.35 -3.81 -1.23
O 0.83 -4.90 -1.82
O 1.08 -3.04 -0.66
H -2.70 -4.76 -2.15
H 0.04 -5.33 -2.21
H -1.68 -4.12 -3.23
H -1.53 -3.91 -0.32
H -1.40 -2.62 -1.50
C -0.79 -2.46 -7.97
O -0.87 -1.94 -6.64
C -1.44 -2.66 -5.64
S -2.12 -4.18 -5.95
S -1.38 -1.88 -4.14
H -0.05 -1.84 -8.49
H -1.75 -2.38 -8.48
H -0.49 -3.50 -7.98
*
```

Results
HOMO-LUMO gap = 2.667 eV



(4)
C37H63N2O3RhSi | ωB97M-V/def2-TZVPD

The geometry in ORCA input format:
```
! wB97M-V def2-TZVPD RIJCOSX def2/J DEFGRID3
* xyz 0 5
Rh 0.06 0.35 0.39
C 1.26 1.53 -2.54
N 0.15 0.67 -2.13
C -1.12 1.26 -2.56
C 0.33 -0.69 -2.65
C -0.61 -1.68 -2.00
N -0.46 -1.75 -0.54
C 0.55 -2.73 -0.14
C 2.00 -2.50 -0.50
C 2.70 -3.60 -0.94
C 4.08 -3.57 -1.15
C 4.75 -2.37 -0.89
C 4.13 -1.22 -0.45
C 2.70 -1.26 -0.26
O 2.07 -0.21 0.06
C 5.05 -0.01 -0.17
C 5.80 0.34 -1.47
C 6.06 -0.43 0.91
C 4.38 1.28 0.33
C 4.88 -4.79 -1.58
C 5.86 -5.15 -0.45
C 3.99 -6.00 -1.85
C 5.66 -4.47 -2.86
C -1.75 -2.11 0.07
C -1.88 -2.17 1.58
C -3.02 -2.82 2.04
C -3.38 -2.84 3.37
C -2.55 -2.16 4.26
C -1.40 -1.49 3.87
C -1.02 -1.51 2.49
O 0.10 -0.95 2.09
C -0.55 -0.73 4.90
C -0.53 0.77 4.54
C -1.14 -0.85 6.31
C 0.88 -1.28 4.97
C -4.66 -3.55 3.81
C -4.86 -3.51 5.33
C -4.59 -5.03 3.38
C -5.88 -2.89 3.16
H 1.26 1.69 -3.63
H 2.21 1.07 -2.26
H 1.17 2.49 -2.04
H -1.20 1.28 -3.65
H -1.17 2.27 -2.17
H -1.96 0.72 -2.13
H 1.36 -0.99 -2.47
H 0.17 -0.72 -3.74
H -0.45 -2.67 -2.44
H -1.64 -1.39 -2.22
H 0.26 -3.71 -0.54
H 0.51 -2.79 0.95
H 2.15 -4.52 -1.12
H 5.82 -2.35 -1.03
H 6.40 -0.49 -1.84
H 6.46 1.18 -1.29
H 5.09 0.62 -2.25
H 6.67 -1.28 0.60
H 5.54 -0.71 1.83
H 6.73 0.40 1.13
H 3.69 1.69 -0.40
H 5.17 2.02 0.50
H 3.84 1.13 1.26
H 5.33 -5.34 0.48
H 6.58 -4.35 -0.27
H 6.42 -6.05 -0.71
H 3.44 -6.31 -0.95
H 4.61 -6.84 -2.16
H 3.27 -5.80 -2.65
H 6.36 -3.64 -2.71
H 4.98 -4.20 -3.67
H 6.24 -5.34 -3.17
H -2.06 -3.09 -0.33
H -2.48 -1.38 -0.29
H -3.66 -3.30 1.30
H -2.82 -2.14 5.31
H -1.54 1.18 4.58
H -0.14 0.93 3.54
H 0.09 1.31 5.25
H -2.15 -0.43 6.37
H -0.51 -0.30 7.01
H -1.18 -1.89 6.64
H 1.40 -1.12 4.03
H 0.87 -2.35 5.18
H 1.44 -0.78 5.76
H -4.01 -3.96 5.86
H -5.75 -4.08 5.60
H -4.99 -2.49 5.68
H -3.71 -5.51 3.80
H -4.56 -5.12 2.30
H -5.48 -5.57 3.74
H -5.94 -1.84 3.45
H -6.80 -3.39 3.47
H -5.82 -2.93 2.07
C -2.86 4.03 -0.60
Si -2.19 3.11 0.93
C -3.70 2.60 1.95
C -1.21 4.37 1.94
O -1.31 1.84 0.52
H -3.57 4.81 -0.30
H -3.38 3.34 -1.27
H -2.06 4.51 -1.16
H -4.29 3.47 2.22
H -3.39 2.10 2.88
H -4.34 1.91 1.40
H -1.82 5.25 2.17
H -0.32 4.71 1.40
H -0.88 3.94 2.89
*
```

Results
⟨S²⟩ = 6.0445
HOMO-LUMO gap (alpha / beta) = 7.002 / 4.501 eV